The following is a quantum chemistry calculation of C4H9NO2 in the gas phase, from OMol25.

HOMO-LUMO gap ... 10.24 eV
Multiplicity ... 1
Maximum force ... 0.41 eV Å⁻¹
Energy relative to the best compared isomer or geometry (same formula, charge and spin) ... 62.5 kJ/mol

XYZ file:
```
16
Properties=species:S:1:pos:R:3:forces:R:3:nbo_charge:R:1
N -1.238 0.394 -1.448 -0.1 0.1 0.0 -0.8461
C -1.275 1.181 -0.341 0.0 0.1 0.0 0.6731
O -2.141 2.019 -0.149 0.3 -0.3 -0.1 -0.6199
C -0.153 0.939 0.670 0.0 0.0 0.1 -0.5049
C 0.057 -0.542 1.044 -0.1 0.0 0.0 -0.4356
C 1.189 -1.252 0.285 0.1 -0.1 0.2 -0.0656
O 1.332 -0.851 -1.076 0.1 0.3 0.0 -0.7287
H -1.944 0.539 -2.152 0.1 0.0 0.1 0.4011
H -0.458 -0.231 -1.622 -0.2 0.1 0.1 0.4193
H 0.771 1.380 0.270 -0.1 0.0 0.1 0.2032
H -0.419 1.534 1.546 0.0 -0.1 -0.1 0.2451
H 0.283 -0.618 2.114 0.0 0.0 -0.2 0.2200
H -0.884 -1.081 0.892 0.1 0.1 0.0 0.2149
H 2.146 -1.110 0.806 -0.1 0.0 -0.1 0.1649
H 0.993 -2.326 0.245 0.1 0.1 0.1 0.1887
H 1.742 0.025 -1.082 -0.1 -0.2 -0.1 0.4704
```
Forces are in eV/Å.